No. 1
Entry from OMol25: a molecular structure, C28H44BrN3P2Ru (ωB97M-V with the def2-TZVPD basis set).

Atoms and positions in Å:
N  -5.00444  -0.86268  3.15762
C  -3.88055  -0.38659  3.67536
C  -2.90565  0.26540  2.90393
C  -3.13041  0.40663  1.51408
C  -4.30978  -0.19582  0.96985
C  -5.20936  -0.81488  1.84767
C  -2.29710  1.19298  0.65190
Ru  0.01048  0.57345  -0.79174
P  2.13325  0.65943  -1.51023
C  -2.29568  1.08522  -0.75927
C  -1.80417  2.15558  -1.59894
C  -1.99744  2.07267  -3.01105
C  -1.08960  2.71915  -3.83582
C  -0.09097  3.46244  -3.19822
C  -0.13788  3.87419  -1.87384
C  -1.06982  3.23695  -1.04108
Br  1.39684  4.08157  -4.36610
H  -1.66993  1.95967  1.12851
H  -2.94597  0.37713  -1.28257
H  -2.05707  0.75378  3.37888
H  -4.59219  -0.07984  -0.08851
H  -3.73712  -0.47245  4.74898
H  -6.13805  -1.24077  1.43373
H  -2.81559  1.47694  -3.41745
H  -1.30279  3.59793  -0.02223
H  -1.09937  2.63373  -4.92273
H  0.54321  4.65341  -1.52981
P  -0.21167  -1.71552  -0.63257
C  2.78251  2.23949  -0.88679
C  3.59244  3.07333  -1.86360
H  3.39041  1.97286  -0.01168
H  1.93813  2.83250  -0.51463
H  3.90005  4.01264  -1.38426
H  4.50207  2.58380  -2.21326
H  2.98510  3.37095  -2.72979
C  1.81088  0.69629  -3.32014
C  2.99244  0.70060  -4.27737
H  1.23413  1.61635  -3.44967
H  1.12095  -0.12331  -3.56144
H  2.61443  0.92289  -5.28063
H  3.73021  1.47362  -4.05306
H  3.49560  -0.27019  -4.33093
C  3.47737  -0.55444  -1.37493
C  4.87958  -0.02462  -1.60520
H  3.23004  -1.32519  -2.11058
H  3.41132  -1.03328  -0.39255
H  5.58490  -0.85537  -1.51828
H  5.01668  0.38937  -2.60722
H  5.17520  0.72870  -0.87477
C  0.72372  -2.94870  0.38212
C  2.11506  -3.37562  -0.09376
H  0.10357  -3.84830  0.48864
H  0.79025  -2.51437  1.39591
H  2.27162  -4.44888  0.13968
H  2.24051  -3.27423  -1.17555
H  2.92794  -2.83686  0.40004
C  0.01388  -2.24235  -2.38902
C  -1.06743  -1.69198  -3.31611
H  0.04975  -3.34129  -2.43481
H  1.00243  -1.86150  -2.68587
H  -0.79398  -1.89041  -4.36500
H  -2.03654  -2.16435  -3.13798
H  -1.20125  -0.60517  -3.20547
C  -1.93593  -2.22651  -0.21828
C  -2.17461  -2.72590  1.21358
H  -2.28232  -2.97750  -0.94242
H  -2.55533  -1.34258  -0.38292
H  -3.23104  -3.01848  1.33451
H  -1.56359  -3.58504  1.47524
H  -1.98810  -1.92353  1.94463
N  1.50548  1.44562  3.13340
C  2.25077  0.29053  2.95691
C  1.78486  -0.27968  1.80852
N  0.80494  0.55157  1.24527
C  0.63323  1.56054  2.10201
H  1.57019  2.10735  3.90336
H  3.02072  -0.06428  3.62246
H  2.10445  -1.19054  1.31857
H  -0.01698  2.41074  1.98258

Atomic forces in eV per Å
N -0.26 -0.39 0.12
C 1.20 0.69 -0.18
C -0.65 0.39 0.47
C -0.17 0.07 -0.86
C -0.50 -0.14 0.21
C 0.04 0.29 -1.33
C -0.37 -0.63 0.36
Ru -1.03 0.86 1.91
P 2.38 -0.38 -1.80
C -1.27 1.41 -0.40
C -0.75 -0.79 0.62
C 0.81 0.17 -0.97
C -0.90 -0.61 0.40
C 2.03 1.36 -2.69
C -0.53 -0.17 1.42
C 1.20 0.86 -0.22
Br -2.24 -0.20 1.04
H -0.38 -0.52 -0.25
H 0.30 0.09 0.38
H -0.08 -0.25 -0.02
H 0.17 -0.12 0.66
H -0.15 -0.07 -0.09
H 0.42 0.21 0.49
H 0.31 -0.06 0.07
H 0.54 -0.28 -0.65
H -0.13 0.01 0.28
H -0.31 -0.11 0.02
P -0.44 -3.27 -0.92
C -0.23 0.10 0.60
C 0.17 0.67 -0.57
H -0.15 -0.01 -0.01
H 0.13 -0.08 0.05
H -0.05 -0.29 0.06
H -0.16 0.01 0.09
H 0.49 -0.31 0.47
C -0.78 0.57 0.18
C 0.49 -0.01 -0.37
H 0.07 -0.22 -0.19
H 0.20 0.15 0.08
H -0.03 -0.12 0.11
H -0.14 -0.15 0.03
H -0.08 0.18 0.06
C -0.56 -0.76 0.63
C 0.55 0.31 -0.29
H 0.04 -0.04 0.04
H 0.13 0.14 -0.20
H -0.13 0.04 0.07
H -0.03 -0.08 0.22
H -0.02 -0.06 0.02
C 0.79 0.51 0.71
C 0.27 -0.56 -0.15
H -0.21 0.47 -0.43
H -0.29 -0.49 -0.31
H -0.13 0.64 -0.09
H 0.03 -0.09 0.15
H -0.12 -0.08 -0.06
C 0.22 0.17 0.11
C -0.05 -0.05 -0.38
H -0.02 0.24 0.15
H -0.22 -0.39 0.04
H -0.15 0.08 0.37
H 0.10 0.04 -0.03
H 0.07 -0.09 -0.06
C -0.48 0.50 0.26
C -0.27 0.37 0.23
H 0.44 0.09 -0.01
H -0.09 -0.38 -0.07
H 0.42 0.04 -0.18
H -0.15 0.00 0.04
H 0.10 -0.37 -0.16
N -0.49 -0.24 -0.73
C -0.66 0.02 -0.43
C 0.22 0.63 -0.21
N -0.05 0.11 0.81
C 1.40 -0.08 0.76
H 0.11 -0.18 -0.03
H -0.07 0.19 0.20
H 0.04 0.44 0.26
H 0.08 0.01 0.12

As for the expectation value of S²: 6.0770. The multiplicity is 5. For the orbital gap (alpha / beta), the calculation gives 6.89 / 4.59 eV. As for the total charge: +4. The calculation puts the HOMO energy (alpha / beta) at -20.60 / -20.47 eV.



No. 2
Entry from OMol25: a molecular structure, C28H44BrN3P2V (ωB97M-V with the def2-TZVPD basis set).

Atoms and positions in Å:
N  -5.15866  -1.53363  3.67685
C  -4.18404  -0.76954  4.17851
C  -3.59123  0.24714  3.42833
C  -4.01636  0.48768  2.09099
C  -5.08043  -0.30782  1.61031
C  -5.61160  -1.31417  2.44506
C  -3.32706  1.45893  1.22771
V  0.12704  1.40711  -1.45293
P  2.62568  0.53638  -1.77550
C  -3.21109  1.38609  -0.14274
C  -2.13994  2.05655  -0.98502
C  -1.96734  1.64463  -2.33584
C  -0.93558  2.12722  -3.16329
C  -0.05472  3.06504  -2.61240
C  -0.13217  3.49060  -1.27492
C  -1.19495  2.98304  -0.49147
Br  1.49798  3.66619  -3.80260
H  -2.77614  2.24320  1.75506
H  -3.78739  0.62804  -0.69394
H  -2.80658  0.85961  3.88458
H  -5.52403  -0.13661  0.62834
H  -3.87908  -0.96361  5.20742
H  -6.44296  -1.94705  2.09579
H  -2.69590  0.98847  -2.78488
H  -1.29678  3.37287  0.52319
H  -0.78009  1.74277  -4.17268
H  0.58523  4.20382  -0.89052
P  -0.24732  -1.60325  -0.95691
C  3.17127  2.12935  -1.00707
C  4.06638  3.00421  -1.87912
H  3.71190  1.84373  -0.08765
H  2.28402  2.70868  -0.68912
H  4.23321  3.98144  -1.39196
H  5.04165  2.53631  -2.06728
H  3.57029  3.20838  -2.84696
C  2.37672  0.41031  -3.62566
C  3.62529  0.54292  -4.48442
H  1.60614  1.13934  -3.95285
H  1.92827  -0.58515  -3.76258
H  3.34113  0.74803  -5.52205
H  4.26233  1.36273  -4.14484
H  4.20769  -0.38547  -4.47370
C  3.97248  -0.62264  -1.37848
C  5.37671  -0.08686  -1.62057
H  3.81086  -1.54197  -1.95363
H  3.83044  -0.89421  -0.32706
H  6.13051  -0.86466  -1.47646
H  5.48698  0.25956  -2.64892
H  5.62615  0.73357  -0.94739
C  0.63811  -2.95348  -0.02693
C  2.15160  -3.08633  -0.15289
H  0.15887  -3.88576  -0.37115
H  0.39603  -2.80843  1.03827
H  2.44369  -4.08184  0.20363
H  2.52075  -2.99193  -1.18091
H  2.66363  -2.35682  0.48760
C  -0.13291  -2.27723  -2.66971
C  -1.27144  -1.74304  -3.52981
H  -0.14738  -3.37506  -2.57836
H  0.85487  -1.96414  -3.05849
H  -1.27512  -2.23827  -4.50219
H  -2.25241  -1.90266  -3.07387
H  -1.14949  -0.66660  -3.70885
C  -2.00614  -2.07767  -0.40636
C  -2.21445  -2.60334  1.01521
H  -2.34485  -2.82856  -1.13392
H  -2.62152  -1.17407  -0.54568
H  -3.25422  -2.92272  1.13543
H  -1.58448  -3.46119  1.26956
H  -2.06121  -1.81620  1.75794
N  1.19935  1.55376  2.73598
C  0.64984  0.26698  2.73366
C  0.08564  0.10012  1.49778
N  0.38206  1.22021  0.70967
C  0.98169  2.09871  1.50854
H  1.72814  1.98068  3.49711
H  0.73308  -0.42770  3.56623
H  -0.55825  -0.72380  1.18086
H  1.24652  3.13419  1.30473

Atomic forces in eV per Å
N -0.07 -0.20 0.19
C -0.20 0.27 -0.84
C 0.05 0.44 -0.55
C -0.86 -0.82 0.38
C 0.15 -0.16 0.54
C 0.32 0.65 -0.36
C 0.74 0.21 -1.49
V 0.78 -5.46 4.16
P -1.60 0.33 -0.31
C 0.74 -0.08 0.78
C -0.77 -0.16 0.27
C -0.32 0.35 -0.19
C -0.49 0.48 -0.65
C 1.99 1.92 -2.54
C -0.95 1.01 -0.57
C -0.29 1.08 0.02
Br -2.57 0.08 1.08
H 0.06 -0.29 -0.08
H 0.29 0.40 0.30
H -0.23 -0.18 -0.24
H 0.18 -0.06 0.24
H -0.07 0.02 -0.27
H 0.48 0.34 0.22
H 0.04 -0.40 0.12
H 0.13 -0.39 -0.26
H -0.29 0.31 0.23
H -0.14 0.03 0.02
P -0.44 -0.27 -0.37
C 0.60 0.32 -0.64
C 0.28 0.64 -0.30
H -0.32 -0.03 -0.19
H 0.43 -0.33 -0.18
H 0.06 -0.38 -0.21
H -0.32 0.21 0.08
H 0.82 -0.22 0.82
C 0.36 0.51 0.16
C 0.11 0.01 -0.45
H 0.49 -0.53 0.36
H 0.14 0.27 0.16
H 0.14 -0.10 0.10
H -0.06 -0.10 -0.15
H -0.04 0.24 -0.01
C -0.07 -0.44 0.31
C 0.30 0.10 -0.25
H -0.04 0.22 0.05
H 0.16 0.02 -0.17
H -0.19 -0.03 0.11
H 0.08 0.03 0.15
H -0.01 -0.05 -0.02
C 0.08 0.31 0.24
C 0.15 -0.09 0.09
H -0.01 0.33 0.20
H 0.03 -0.22 -0.38
H 0.00 0.22 -0.08
H -0.17 -0.04 0.23
H -0.13 -0.15 -0.25
C -0.01 -0.12 0.50
C 0.15 0.01 -0.39
H -0.02 0.30 -0.30
H -0.53 -0.38 0.11
H -0.06 0.09 0.01
H 0.14 -0.01 -0.07
H -0.02 -0.17 0.01
C 0.25 0.23 -0.57
C -0.10 -0.02 0.13
H 0.02 0.13 0.18
H 0.11 -0.41 -0.03
H 0.12 0.04 -0.07
H -0.16 0.19 -0.12
H 0.00 -0.13 0.07
N -0.27 -0.60 -0.43
C 0.06 0.57 -0.25
C 0.58 0.41 0.48
N -0.20 0.01 0.81
C 0.21 -0.84 0.81
H -0.36 -0.16 -0.37
H -0.14 0.45 -0.16
H 0.64 0.70 0.18
H 0.07 -0.45 -0.18

As for the expectation value of S²: 3.7769. The multiplicity is 4. For the orbital gap (alpha / beta), the calculation gives 7.47 / 6.64 eV. As for the total charge: +2. The calculation puts the HOMO energy (alpha / beta) at -13.75 / -13.89 eV.



No. 3
Entry from OMol25: 7 unconnected molecules or ions with the total composition C28H44F12O17 (ωB97M-V with the def2-TZVPD basis set).

Atoms and positions in Å:
C  -16.27590  4.02453  2.61072
C  -15.31534  3.15617  3.50973
O  -15.55153  3.32639  4.89578
C  -14.95978  4.22754  5.55554
O  -13.86932  4.76509  5.31028
O  -15.80872  4.48934  6.64361
C  -15.48289  5.42448  7.69457
H  -17.24929  3.53425  2.59506
H  -15.90751  3.99047  1.58543
H  -16.42841  5.04385  2.96542
H  -14.25677  3.17897  3.25087
H  -15.69036  2.14816  3.33263
H  -15.37102  4.83569  8.60502
H  -16.22156  6.18708  7.94138
H  -14.58360  5.99679  7.46690
C  -17.63422  11.82601  -4.07912
C  -18.08618  12.79214  -3.05115
O  -19.20431  13.53313  -3.54974
C  -19.69626  14.61317  -2.83551
O  -19.27479  15.10635  -1.76929
O  -20.81299  15.07727  -3.42699
C  -21.64713  15.97350  -2.68031
H  -17.55166  12.34155  -5.03594
H  -18.26344  10.93608  -4.06499
H  -16.62091  11.46633  -3.90041
H  -17.30244  13.50340  -2.79044
H  -18.43683  12.26686  -2.16276
H  -21.90007  15.68855  -1.65907
H  -22.46571  16.25438  -3.34298
H  -21.09648  16.91348  -2.71650
C  -20.25089  2.82805  -2.62353
C  -21.63503  3.35399  -2.97753
O  -22.71761  2.75203  -2.30507
C  -23.09680  1.46287  -2.65637
O  -22.52566  0.69657  -3.38391
O  -24.28314  1.15462  -1.99098
C  -24.78365  -0.16788  -1.88120
H  -20.20573  2.58702  -1.56147
H  -19.52864  3.55172  -3.00138
H  -20.08587  1.88321  -3.14135
H  -21.72959  3.26481  -4.05975
H  -21.68385  4.41334  -2.72557
H  -24.54149  -0.44588  -0.85545
H  -24.21381  -0.85774  -2.50368
H  -25.84376  -0.35060  -2.05693
C  -23.25327  2.08998  1.30176
C  -21.88578  2.67709  1.27113
O  -21.05315  1.71359  1.83160
C  -19.61015  1.77977  1.62230
O  -19.08006  2.75896  1.07143
C  -18.75429  0.68024  2.26641
F  -17.76346  0.22538  1.39858
F  -18.10596  1.20262  3.32504
F  -19.55627  -0.28675  2.72397
H  -23.20197  1.07380  0.91079
H  -23.95133  2.54204  0.59717
H  -23.70388  2.22763  2.28466
H  -21.88725  3.55125  1.92224
H  -21.58824  2.95059  0.25882
C  -13.69872  9.59248  -4.46582
C  -12.50127  9.35860  -5.43769
O  -11.85296  10.56397  -5.77432
C  -10.77190  11.06569  -5.07362
O  -10.30935  10.52233  -4.04917
C  -10.07719  12.23905  -5.83198
F  -10.83600  12.80934  -6.77543
F  -9.67189  13.19929  -5.03610
F  -9.00025  11.73475  -6.39980
H  -14.40698  10.21141  -5.01664
H  -13.45948  10.15626  -3.56415
H  -14.14397  8.64523  -4.16156
H  -12.87777  9.03446  -6.40788
H  -11.78843  8.61825  -5.07458
C  -17.70500  7.77883  -4.43252
C  -17.42401  8.34388  -3.07003
O  -17.36417  7.36239  -2.04139
C  -18.53354  6.72693  -1.62247
O  -19.67916  6.81596  -2.18068
C  -18.27962  5.93821  -0.39726
F  -19.33032  6.01989  0.43561
F  -18.21901  4.67475  -0.77657
F  -17.11216  6.24984  0.14609
H  -18.62612  7.21792  -4.27433
H  -16.97880  7.04521  -4.78257
H  -17.97120  8.50714  -5.19855
H  -18.06854  9.18684  -2.82082
H  -16.39432  8.69233  -3.15024
C  -21.29883  11.30969  -5.67592
C  -21.26946  10.75629  -7.08741
O  -19.93852  10.28191  -7.22745
C  -19.38527  10.08896  -8.43562
O  -19.95749  10.27659  -9.47421
C  -17.90411  9.75998  -8.49477
F  -17.27703  10.71446  -9.18858
F  -17.35881  9.71080  -7.38014
F  -17.66352  8.54269  -9.01678
H  -21.03177  10.51588  -4.97832
H  -22.21879  11.81723  -5.38576
H  -20.49124  12.01280  -5.47212
H  -21.51752  11.54120  -7.80190
H  -22.04322  10.03433  -7.34848

Atomic forces in eV per Å
C 0.63 -0.73 0.85
C -1.12 -0.37 -1.72
O -1.43 -1.55 -0.84
C 2.36 3.47 2.16
O -2.59 -0.97 0.85
O 0.52 0.53 -0.54
C 0.99 -0.33 -0.12
H 0.04 0.16 0.07
H 0.03 0.30 0.06
H 0.35 0.03 -0.16
H -0.07 0.45 0.22
H 0.46 -0.17 0.06
H 0.32 0.02 -0.03
H -0.70 -0.38 -0.82
H 0.24 -0.38 -0.05
C 0.40 -0.39 -0.61
C 0.20 0.67 1.36
O -1.60 2.23 0.29
C 0.72 0.21 2.31
O -0.52 -1.81 -2.96
O 0.12 -1.53 -0.25
C 1.15 1.59 -1.06
H -0.43 -0.28 -0.26
H -0.11 0.19 -0.60
H 0.02 0.06 0.46
H 0.00 -0.03 0.18
H 0.26 0.10 0.21
H 0.06 -0.29 -0.34
H -0.43 -0.92 0.26
H 0.14 0.19 0.93
C -0.74 -0.75 -0.27
C 1.44 0.61 -0.86
O -2.02 -2.82 0.16
C -0.45 0.35 0.77
O -0.14 0.62 0.25
O 0.60 1.87 -0.66
C 1.71 -1.02 0.40
H 0.48 0.58 0.08
H 0.14 0.02 0.61
H 0.04 -0.07 -0.09
H -0.45 -0.03 -0.08
H -0.16 -0.07 0.12
H -0.34 -0.26 0.14
H -0.01 0.12 -0.26
H 0.01 0.97 -0.22
C -1.07 -0.13 -0.67
C -0.36 1.55 -0.47
O 5.04 -2.37 0.54
C -1.79 4.90 -1.95
O -1.67 -3.74 1.81
C 0.37 -0.04 -0.11
F -2.06 0.34 1.35
F -0.21 -0.22 -0.40
F 0.89 -0.30 -0.51
H -0.10 -0.32 0.65
H 0.26 0.56 -0.08
H 0.05 -0.71 0.05
H 0.36 0.33 -0.28
H 0.22 0.05 0.10
C 0.68 0.25 -0.77
C -0.91 -0.67 1.04
O 2.38 2.69 0.31
C -0.74 -3.66 2.25
O -1.29 2.35 -3.38
C -0.78 -0.19 -0.03
F -0.14 -0.38 0.07
F 0.01 0.53 1.02
F 0.72 -0.55 -0.70
H -0.32 -0.22 0.07
H 0.45 -0.17 -0.02
H -0.07 0.06 -0.19
H -0.09 -0.21 0.16
H 0.06 0.14 0.17
C -1.83 -0.98 -0.08
C 1.26 -0.53 0.32
O 0.69 0.79 -1.14
C -0.71 0.95 0.77
O 0.15 -0.01 -0.40
C -1.03 2.62 -3.67
F -0.03 -0.24 1.50
F 0.39 -3.29 0.50
F 0.65 -0.16 1.63
H -0.20 -0.25 -0.25
H 0.32 0.31 0.04
H 0.46 0.27 0.01
H -0.34 -0.07 0.14
H 0.16 0.51 0.58
C 0.37 -0.32 0.62
C -0.84 1.39 -0.10
O 1.81 -1.01 -0.70
C -2.17 1.02 -0.51
O -0.11 -0.26 -0.05
C -0.70 -0.59 -1.83
F -0.08 0.05 -0.92
F 1.97 0.33 5.12
F -0.55 0.11 -1.27
H -0.58 -0.23 0.14
H -0.13 -0.34 -0.16
H 0.02 0.30 -0.62
H 0.66 0.28 -0.22
H 0.39 -0.71 0.52

As for the expectation value of S²: 0.7532. The multiplicity is 2. For the orbital gap (alpha / beta), the calculation gives 2.61 / 7.20 eV. As for the total charge: -1. The calculation puts the HOMO energy (alpha / beta) at -0.49 / -5.09 eV.



no.,strongest force on any atom (hartree/bohr)
1,0.071
2,0.134
3,0.109